Here is C2H7ClSi in the gas phase from the OMol25 dataset. Energies are from wB97M-V/def2-TZVPD.

Each atom is followed by the atoms it is bonded to, with distances in Å.
CARTESIAN COORDINATES (ANGSTROEM)
1 C -1.70 0.10 0.08  Si2 1.933, H5 1.050, H6 1.064, H7 1.038
2 Si -0.02 -0.83 -0.14  C1 1.933, C3 2.112, H8 1.580, H9 1.559
3 C 1.46 0.66 0.08  Si2 2.112, Cl4 1.829, H10 0.999, H11 1.175
4 Cl 3.03 -0.10 -0.47  C3 1.829
5 H -2.35 -0.36 0.76  C1 1.050
6 H -1.53 1.09 0.44  C1 1.064
7 H -2.25 0.10 -0.80  C1 1.038
8 H 0.14 -1.15 -1.67  Si2 1.580
9 H 0.25 -1.96 0.91  Si2 1.559
10 H 1.25 1.51 -0.40  C3 0.999
11 H 1.73 0.95 1.19  C3 1.175

* molar mass: 94.6 g mol⁻¹
* spin multiplicity: 1
* LUMO: 0.0338 Ha
* HOMO level: -0.361 Eh
* electronic energy: -22586.496 eV

Löwdin atomic charge list, values in e, 4 entries: number 1, C, carries -0.260; number 2, Si, carries 0.661; number 3, C, carries -0.694; number 4, Cl, carries 0.374